Here is a 2-piece molecular cluster, CH4N2OS overall at a distorted geometry from OMol25. Energies are from ωB97M-V with the def2-TZVPD basis set.

The value obtained for the total energy is -16958.756 eV. Its LUMO energy (alpha / beta) is -2.1 / -2.1 eV. The value obtained for the largest force on an atom is 4.3 eV Å⁻¹. As for the spin multiplicity: 1. The calculation puts the orbital gap (alpha / beta) at 7.4 / 7.4 eV.

Geometry as XYZ:
```
9
CH4N2OS ωB97M-V with the def2-TZVPD basis set
C 0.895 -0.355 -2.768
N -0.314 -0.100 -2.488
N -0.406 0.035 3.847
O -1.013 0.504 2.780
S -0.718 -0.041 1.366
H 1.013 -0.731 -3.689
H 1.741 -0.009 -2.150
H -0.831 0.416 4.646
H -0.368 0.282 -1.543
```

These are the Mulliken partial charges, in e, on atoms 1 to 2: C -0.201; N -0.517

---

Here is C5H12N2 in the gas phase at a distorted geometry from OMol25. Energies are from ωB97M-V with the def2-TZVPD basis set.

The value obtained for the total energy is -8358.388 eV. Its LUMO energy is 1.0 eV. The value obtained for the largest force on an atom is 3.4 eV Å⁻¹. As for the spin multiplicity: 1. Its SMILES is C=CN(C)[C@@H](C)N. The calculation puts the orbital gap at 8.5 eV.

Geometry as XYZ:
```
19
C5H12N2 ωB97M-V with the def2-TZVPD basis set
C -1.311 0.044 -0.392
C 0.968 1.379 -0.718
C -1.656 -1.404 -0.143
N 0.324 0.307 0.008
N -1.976 0.917 0.491
C 1.145 -0.607 0.610
C 2.485 -0.670 0.569
H -1.471 0.342 -1.433
H -1.501 0.806 1.401
H -1.889 1.888 0.219
H 0.617 -1.325 1.228
H 1.674 1.915 -0.076
H 0.218 2.095 -1.059
H 1.519 1.010 -1.593
H -1.012 -2.055 -0.731
H -1.543 -1.653 0.910
H -2.694 -1.578 -0.428
H 3.007 -1.431 1.123
H 3.095 0.022 0.014
```

These are the Mulliken partial charges, in e, on atoms 1 to 2: C 0.202; C -1.241

---

Here is C35H34N4RuSi as an isolated structure from OMol25. Energies are from ωB97M-V with the def2-TZVPD basis set.

The value obtained for the total energy is -53251.367 eV. Its LUMO energy is -7.7 eV. The value obtained for the largest force on an atom is 0.1 eV Å⁻¹. The charge is +2. As for the spin multiplicity: 1. The calculation puts the orbital gap at 6.4 eV.

Geometry as XYZ:
```
75
C35H34N4RuSi ωB97M-V with the def2-TZVPD basis set
Ru -0.441 -0.097 -0.378
C -1.851 -0.069 1.052
Si -1.424 1.693 1.515
C 0.231 2.133 0.411
N 0.357 1.592 -0.947
C 1.695 1.668 -1.605
C 1.741 2.926 -2.459
C 0.708 2.859 -3.599
C -0.414 1.856 -3.292
C -0.791 1.928 -1.828
C -0.773 1.903 3.227
C -1.292 1.098 4.247
C -0.858 1.250 5.555
C 0.099 2.209 5.860
C 0.621 3.019 4.860
C 0.188 2.867 3.553
C -2.677 2.888 0.868
C -3.777 2.510 0.094
C -4.658 3.463 -0.397
C -4.452 4.806 -0.116
C -3.371 5.200 0.662
C -2.492 4.246 1.152
H -2.847 -0.211 0.632
H -1.624 -0.828 1.800
H 1.158 1.948 0.948
H 0.049 3.212 0.361
H 1.826 0.768 -2.210
H 2.442 1.660 -0.814
H 2.751 3.045 -2.848
H 1.559 3.790 -1.815
H 1.189 2.567 -4.532
H 0.283 3.849 -3.766
H -0.104 0.837 -3.537
H -1.298 2.063 -3.893
H -1.621 1.195 -1.581
H -1.219 2.888 -1.532
H -2.047 0.352 4.029
H -1.269 0.626 6.337
H 0.435 2.329 6.881
H 1.360 3.771 5.102
H 0.605 3.518 2.791
H -3.973 1.465 -0.119
H -5.513 3.157 -0.985
H -5.144 5.548 -0.492
H -3.223 6.245 0.899
H -1.668 4.569 1.782
N 4.362 -9.067 -1.634
C 3.819 -8.069 -1.472
C 3.140 -6.818 -1.270
C 3.189 -5.837 -2.258
C 2.527 -4.639 -2.067
C 1.836 -4.402 -0.879
C 1.794 -5.386 0.109
C 2.436 -6.595 -0.089
C 1.142 -3.111 -0.673
C 0.113 -2.768 -1.591
C -0.413 -3.546 -2.605
C -1.462 -2.823 -3.220
C -1.553 -1.632 -2.563
N -0.607 -1.566 -1.555
C 1.485 -2.324 0.404
C 2.459 -2.592 1.408
C 2.379 -1.592 2.343
C 1.380 -0.708 1.895
N 0.854 -1.116 0.738
H 3.744 -6.020 -3.168
H 2.568 -3.875 -2.833
H 1.235 -5.216 1.020
H 2.394 -7.369 0.665
H -0.087 -4.541 -2.860
H -2.082 -3.150 -4.037
H -2.246 -0.819 -2.727
H 3.126 -3.438 1.411
H 2.956 -1.481 3.245
H 1.037 0.192 2.388
```

These are the Mulliken partial charges, in e, on atoms 1 to 2: Ru -0.421; C -0.885

---

Here is C4H9FO2 in the gas phase at a distorted geometry from OMol25. Energies are from ωB97M-V with the def2-TZVPD basis set.

The value obtained for the total energy is -11105.137 eV. Its LUMO energy is 0.8 eV. The value obtained for the largest force on an atom is 1.8 eV Å⁻¹. As for the spin multiplicity: 1. Its SMILES is CO[C@@H](CO)CF. The calculation puts the orbital gap at 10.6 eV.

Geometry as XYZ:
```
16
C4H9FO2 ωB97M-V with the def2-TZVPD basis set
C -0.276 -1.174 -1.538
C -0.631 0.329 0.396
C 0.085 -0.364 1.533
C 0.047 1.550 -0.140
H -0.041 -2.187 -1.240
H -0.811 -1.155 -2.494
H 0.633 -0.576 -1.576
H -1.542 0.732 0.883
H -0.579 -1.068 2.046
H 0.436 0.351 2.276
H 1.672 -0.440 0.497
H 0.298 2.316 0.665
H -0.579 2.028 -0.916
O -1.163 -0.495 -0.637
O 1.166 -1.097 0.979
F 1.282 1.251 -0.734
```

These are the Mulliken partial charges, in e, on atoms 1 to 2: C -0.496; C 0.147

---

Here is a 2-piece molecular cluster, C2H4ClNS overall at a distorted geometry from OMol25. Energies are from ωB97M-V with the def2-TZVPD basis set.

The value obtained for the total energy is -26982.683 eV. Its LUMO energy is -0.6 eV. The value obtained for the largest force on an atom is 2.8 eV Å⁻¹. As for the spin multiplicity: 1. The calculation puts the orbital gap at 8.8 eV.

Geometry as XYZ:
```
9
C2H4ClNS ωB97M-V with the def2-TZVPD basis set
C -2.783 0.337 -0.417
C 1.035 0.029 0.549
N 0.545 -0.312 -0.886
S -2.159 1.453 0.418
Cl 0.576 -2.017 -1.407
H -0.429 0.019 -0.821
H 0.717 1.109 0.495
H 0.414 -0.453 1.356
H 2.084 -0.165 0.713
```

These are the Mulliken partial charges, in e, on atoms 1 to 2: C 0.042; C -0.590

---

Here is C5H7N in the gas phase from OMol25. Energies are from ωB97M-V with the def2-TZVPD basis set.

The value obtained for the total energy is -6786.570 eV. Its LUMO energy is 1.1 eV. The value obtained for the largest force on an atom is 0.5 eV Å⁻¹. As for the spin multiplicity: 1. Its SMILES is [H]/N=C1/C[C@@H]2C[C@H]12. The calculation puts the orbital gap at 10.9 eV.

Geometry as XYZ:
```
13
C5H7N ωB97M-V with the def2-TZVPD basis set
N 1.181 -1.743 -0.995
C 0.602 -0.712 -0.555
C 1.079 0.716 -0.310
C -0.364 1.039 0.089
C -0.820 0.157 1.204
C -0.813 -0.388 -0.198
H 1.378 1.178 -1.257
H 1.860 0.883 0.439
H -0.907 1.927 -0.205
H -1.804 0.381 1.604
H -0.121 -0.249 1.935
H 0.446 -2.448 -1.069
H -1.718 -0.741 -0.683
```

These are the Mulliken partial charges, in e, on atoms 1 to 2: N -0.718; C 0.250

---

How do the records compare in energy above the lowest of the compared OMol25 structures with the same formula, charge and spin? In the order shown, they have 6.433 1.749 0.000 0.873 3.941 1.942 eV.